{"formula": "C23H41FeN2P3S", "method": "wB97M-V/def2-TZVPD", "homo_energy_ev": [-16.46, -17.32], "orbital_gap_ev": [8.52, 5.29], "total_charge": 3, "s2": 8.8103, "multiplicity": 6, "relative_energy_kcal_mol": 0.0, "elements": ["Fe", "P", "P", "P", "H", "C", "C", "H", "C", "C", "C", "C", "C", "C", "C", "C", "C", "H", "H", "H", "H", "H", "H", "H", "H", "H", "H", "H", "H", "H", "H", "H", "H", "H", "H", "H", "H", "H", "H", "H", "H", "H", "H", "H", "H", "H", "C", "C", "C", "C", "C", "C", "S", "H", "H", "H", "H", "H", "H", "N", "C", "C", "C", "C", "N", "C", "C", "H", "H", "H", "H"], "coordinates": [[0.05527, 0.52315, 0.90359], [2.12967, 1.09987, 1.66870], [-1.89252, 1.62735, 0.98191], [0.59213, 0.97578, -1.19873], [-1.17776, -1.75349, 1.23538], [-0.41761, -1.49634, 0.48103], [0.95844, -1.47539, 0.85403], [1.23254, -1.80613, 1.86467], [2.80271, 0.51915, 3.28582], [2.16609, 2.92214, 1.92168], [3.67232, 0.83798, 0.68734], [-3.30064, 0.80441, 0.11678], [-2.80522, 2.05824, 2.52415], [-1.84340, 3.30988, 0.21711], [1.76392, -0.15154, -2.06385], [1.28637, 2.63341, -1.57464], [-0.87851, 0.90721, -2.29676], [-0.74490, -1.58754, -0.56626], [1.76124, -1.58593, 0.12045], [2.76797, -0.57650, 3.32724], [2.22043, 0.91970, 4.12440], [3.84995, 0.83872, 3.39115], [1.40251, 3.20182, 2.65921], [1.96355, 3.45807, 0.98493], [3.15751, 3.20694, 2.30335], [3.82218, -0.23895, 0.53355], [4.51646, 1.22767, 1.27616], [3.65680, 1.34412, -0.28582], [-4.18341, 1.45810, 0.15205], [-3.52014, -0.12718, 0.65395], [-3.06536, 0.55821, -0.92262], [-3.78058, 2.50539, 2.28278], [-2.22666, 2.76151, 3.13277], [-2.97253, 1.14721, 3.10946], [-2.75436, 3.85287, 0.51153], [-1.78249, 3.28071, -0.87802], [-0.96804, 3.85529, 0.60119], [1.92968, 0.19695, -3.09451], [1.34528, -1.16605, -2.10192], [2.72471, -0.19229, -1.53696], [1.31195, 2.76622, -2.66826], [2.30517, 2.73707, -1.17501], [0.65872, 3.42093, -1.13242], [-0.58496, 1.10472, -3.33866], [-1.63714, 1.63782, -1.99479], [-1.32382, -0.09423, -2.22239], [-0.54490, -2.69291, -5.68585], [-1.69415, -2.81886, -6.49381], [-1.96933, -4.02965, -7.13978], [-1.08447, -5.10534, -7.03070], [0.09488, -4.97097, -6.28725], [0.37228, -3.76491, -5.64070], [-0.13646, -1.24739, -4.80457], [-1.26101, -0.92938, -4.06705], [-2.35917, -1.96852, -6.59965], [-2.88393, -4.14394, -7.72689], [-1.30324, -6.05745, -7.52198], [0.79880, -5.80081, -6.19687], [1.29359, -3.63454, -5.08021], [-0.17169, -1.11001, 8.66478], [-0.22226, -0.85122, 7.52413], [-0.27514, -0.52586, 6.11389], [-0.21139, -1.54555, 5.16475], [-0.27401, -1.21809, 3.80300], [-0.31978, 0.05017, 3.38179], [-0.37992, 1.04039, 4.28905], [-0.38816, 0.78521, 5.66920], [-0.10868, -2.59189, 5.44592], [-0.27509, -2.01164, 3.06223], [-0.43960, 2.07293, 3.93525], [-0.45073, 1.62315, 6.36658]]}

{"formula": "C23H41INO9", "method": "wB97M-V/def2-TZVPD", "homo_energy_ev": -12.59, "orbital_gap_ev": 9.84, "total_charge": 1, "multiplicity": 1, "elements": ["C", "C", "C", "C", "C", "C", "C", "C", "C", "C", "C", "I", "N", "H", "H", "H", "H", "H", "H", "H", "H", "H", "H", "H", "H", "H", "H", "H", "H", "H", "H", "H", "H", "H", "H", "H", "C", "C", "C", "O", "C", "O", "O", "H", "H", "H", "H", "H", "H", "C", "C", "C", "O", "C", "O", "O", "H", "H", "H", "H", "H", "H", "C", "C", "C", "O", "C", "O", "O", "H", "H", "H", "H", "H", "H"], "coordinates": [[2.05115, -1.67847, 2.98638], [2.23082, -0.14742, 2.89372], [3.04635, 0.26515, 1.67086], [0.92569, 0.64263, 3.01035], [0.19464, 0.82212, 1.67917], [-0.00538, -0.41400, 0.84814], [-1.06222, -0.06303, -0.19634], [-1.99008, 0.89759, 0.57409], [-3.43118, 0.35307, 0.71099], [-4.06136, 0.39994, 2.12243], [-4.12309, -0.97392, 2.80370], [-2.63221, -1.05423, 4.37596], [-1.25592, 1.28008, 1.83170], [2.14830, -2.14287, 2.01064], [2.77895, -2.10397, 3.66470], [1.05852, -1.91033, 3.36449], [2.82361, 0.12172, 3.76231], [3.01798, 1.33600, 1.50301], [4.08860, 0.02593, 1.86862], [2.77633, -0.28998, 0.78712], [0.24852, 0.16626, 3.71849], [1.16342, 1.62886, 3.40565], [0.67428, 1.64759, 1.16049], [0.88264, -0.92448, 0.52253], [-0.47115, -1.12040, 1.54724], [-1.50583, -1.01584, -0.46353], [-0.61293, 0.33839, -1.09735], [-2.01611, 1.78991, -0.04085], [-4.06638, 0.93963, 0.05842], [-3.47415, -0.66215, 0.34231], [-3.61414, 1.13516, 2.77768], [-5.09342, 0.71544, 1.99965], [-5.09050, -1.16676, 3.23758], [-3.85235, -1.76498, 2.12379], [-1.61492, 0.92630, 2.72718], [-1.27759, 2.29770, 1.84557], [5.76720, 0.05695, -3.93291], [4.98128, 1.05196, -3.11781], [5.48270, 1.25436, -1.70852], [4.27510, 1.61422, -1.00886], [3.24253, 1.06497, -1.67625], [2.12390, 1.00600, -1.24828], [3.63220, 0.57839, -2.86308], [5.34568, -0.03399, -4.93317], [6.80493, 0.37589, -4.02343], [5.73790, -0.93389, -3.47567], [4.90357, 2.00479, -3.64557], [6.22157, 2.04630, -1.62455], [5.87691, 0.33854, -1.26070], [0.00258, 5.12478, -5.41129], [0.99791, 4.69917, -4.36160], [1.63706, 5.82970, -3.58725], [2.91110, 5.27009, -3.23451], [3.21914, 4.34227, -4.16735], [4.28728, 3.82538, -4.28095], [2.15496, 4.08399, -4.95774], [-0.40999, 4.25588, -5.92280], [-0.81715, 5.68250, -4.95843], [0.48243, 5.74798, -6.16608], [0.54874, 3.96776, -3.68287], [1.08487, 6.10792, -2.69327], [1.80520, 6.71749, -4.20031], [-3.44743, -5.26148, 1.05529], [-4.82048, -5.65582, 1.54239], [-5.07589, -5.39609, 3.01013], [-6.03860, -6.40067, 3.33319], [-5.85636, -7.43974, 2.47216], [-6.36169, -8.50432, 2.57846], [-5.00521, -7.07508, 1.47237], [-3.34064, -5.47748, -0.00737], [-3.27621, -4.19461, 1.21200], [-2.67619, -5.82571, 1.58033], [-5.59258, -5.18739, 0.92414], [-5.48117, -4.40522, 3.20742], [-4.18601, -5.55245, 3.62580]]}

{"formula": "C23H41IP2Re", "method": "wB97M-V/def2-TZVPD", "homo_energy_ev": [-13.24, -13.24], "orbital_gap_ev": [6.76, 4.32], "total_charge": 2, "s2": 3.7746, "multiplicity": 4, "relative_energy_kcal_mol": 2.9, "elements": ["Re", "C", "C", "C", "C", "C", "C", "H", "H", "H", "C", "H", "H", "H", "C", "H", "H", "H", "C", "H", "H", "H", "C", "H", "H", "H", "C", "C", "C", "C", "C", "C", "C", "C", "H", "H", "H", "H", "H", "H", "H", "H", "H", "H", "H", "H", "P", "C", "C", "P", "C", "C", "C", "H", "H", "H", "H", "H", "H", "H", "H", "H", "H", "H", "H", "H", "H", "I"], "coordinates": [[1.14272, 0.39016, -2.18064], [0.46309, 0.81459, -0.16402], [1.08759, 1.98161, -0.74306], [-0.76288, 1.43512, -2.03419], [-0.68796, 0.50428, -0.95608], [0.31945, 2.36219, -1.90183], [0.79174, 0.13748, 1.12458], [1.75318, 0.46907, 1.52359], [0.83473, -0.94992, 0.99533], [0.01277, 0.33215, 1.87720], [-1.76106, -0.46462, -0.60248], [-1.37991, -1.22774, 0.07995], [-2.13430, -0.95780, -1.50456], [-2.61672, 0.03027, -0.11147], [-1.89515, 1.52953, -2.99940], [-2.79952, 1.88787, -2.48160], [-2.11637, 0.54741, -3.43575], [-1.65695, 2.23277, -3.80447], [0.44500, 3.60093, -2.73148], [-0.52348, 4.11423, -2.77173], [0.72836, 3.39479, -3.77163], [1.18089, 4.28833, -2.31226], [2.15887, 2.80187, -0.10447], [1.91962, 3.87134, -0.22034], [3.14482, 2.61371, -0.55398], [2.21568, 2.55266, 0.96351], [2.68727, -3.39664, 3.15417], [3.56295, -2.69622, 3.88625], [5.06394, -2.76495, 3.86895], [5.73210, -2.99958, 2.48450], [5.12538, -2.14275, 1.43010], [4.07186, -2.47917, 0.68332], [3.33186, -3.78530, 0.67226], [2.95112, -4.38575, 2.05365], [5.42141, -3.53517, 4.57133], [5.68947, -4.07078, 2.22972], [5.42585, -1.81142, 4.28875], [3.70016, -5.12256, 2.37707], [1.62228, -3.25920, 3.35752], [3.15072, -1.98162, 4.60446], [2.02945, -4.96616, 1.88186], [2.42092, -3.63569, 0.05716], [3.72550, -1.74539, -0.07241], [3.90808, -4.57177, 0.15240], [6.79755, -2.72234, 2.56722], [5.56104, -1.13847, 1.35181], [3.11426, -0.86721, -2.30714], [3.68738, -2.59477, -2.45617], [4.71572, -0.14445, -1.63996], [2.21660, 1.12090, -4.03955], [3.25105, -0.39096, -4.08816], [3.48193, 2.43303, -3.70603], [1.77694, 1.34167, -5.77160], [2.84683, -3.26379, -2.67990], [4.16157, -2.90478, -1.51753], [4.45879, -2.66711, -3.24378], [5.52163, -0.85171, -1.90640], [4.65807, -0.03502, -0.54304], [4.92242, 0.83653, -2.09278], [2.37752, 2.12601, -6.25376], [0.71762, 1.60805, -5.84157], [1.92719, 0.40708, -6.32506], [2.84079, -1.17057, -4.74666], [4.28719, -0.16579, -4.35366], [3.01200, 3.39618, -3.92974], [4.34803, 2.27212, -4.35972], [3.81566, 2.45004, -2.66306], [0.12169, -1.87409, -3.40361]]}